84
Properties=species:S:1:pos:R:3:forces:R:3 method="wB97M-V/def2-TZVPD" e_homo_ev="-9.41 / -10.47" homo_lumo_gap_ev="5.837 / 6.893" lumo_energy_ha="-0.1314 / -0.1314" spin_multiplicity=3 charge=+1 s2=2.008 energy_ha=-2000.45376
C -1.79196 2.87405 -7.84780 0.06 0.06 -0.38
N -0.34053 2.89072 -8.04871 0.02 -0.04 0.05
C 0.46139 2.62413 -6.88080 -0.14 0.16 0.06
C 0.06647 1.34932 -6.19206 -0.08 -0.05 -0.01
N -0.02142 0.12615 -6.72216 0.03 -0.12 0.00
P 0.25021 -0.51196 -8.38382 -0.19 0.35 -0.91
N -0.26637 0.31780 -9.56291 0.31 -0.55 0.09
C -0.35713 -0.78421 -5.72155 -0.07 -0.48 -0.33
C -0.46833 -0.08002 -4.60221 0.15 0.28 0.31
F -0.76205 -0.49545 -3.40524 -0.11 0.01 0.22
N -0.21348 1.25694 -4.86654 -0.06 0.14 0.03
B -0.24012 2.33574 -3.79317 -0.20 0.09 0.40
O -0.60329 3.59553 -4.12866 0.40 -0.34 -0.71
O 0.00189 1.95230 -2.51925 0.72 0.46 -0.42
H -2.23606 3.75425 -8.31285 -0.01 0.00 0.11
H -2.07214 2.87488 -6.79082 -0.03 0.03 0.01
H -2.22192 2.00837 -8.35778 -0.01 -0.07 0.20
H -0.03380 3.74876 -8.48066 0.05 -0.03 -0.01
H 0.37732 3.40892 -6.12525 0.12 -0.06 0.06
H 1.51642 2.54049 -7.16144 -0.02 -0.01 -0.03
H 1.61293 -0.82949 -8.31028 0.02 -0.12 0.24
H -0.46610 -1.68652 -8.16014 0.04 -0.05 0.32
H 0.46951 0.61604 -10.19302 -0.20 0.42 0.01
H -0.49858 -1.84200 -5.86789 0.01 0.09 -0.15
H 0.05955 4.25942 -3.90112 -0.44 0.21 0.49
H 0.83841 1.49948 -2.35812 -0.30 -0.42 0.24
C -3.89160 2.52354 3.34442 -0.07 -0.19 -0.12
C -2.35865 2.30575 3.25596 -0.96 0.30 0.41
C -1.64075 3.52326 2.64756 0.34 0.01 -0.26
C -1.67247 3.62621 1.12240 -0.08 -0.08 0.10
C -1.26619 2.29885 0.48630 0.14 0.31 0.20
C -2.12193 1.13817 0.98372 -0.88 -0.25 -0.62
N -2.04929 1.06241 2.47754 1.36 0.70 -0.25
O -0.92823 0.54385 2.83977 -0.27 -0.41 0.19
C -3.55968 1.31228 0.46887 -0.07 0.07 0.13
C -1.62826 -0.17784 0.39587 0.28 -0.12 0.10
C -1.86679 2.14377 4.68932 0.26 -0.14 0.05
H -4.45300 1.88959 2.66736 0.02 0.01 -0.05
H -4.25201 2.27067 4.34071 0.06 0.06 0.05
H -4.16699 3.55930 3.14376 0.03 0.01 -0.01
H -0.59132 3.48757 2.95550 0.00 -0.11 0.01
H -2.05888 4.42559 3.09617 -0.02 -0.02 0.05
H -2.66024 3.93825 0.77325 -0.02 -0.06 0.01
H -0.98026 4.40914 0.80563 -0.02 0.03 0.01
H -1.34772 2.35410 -0.59784 -0.06 -0.03 -0.02
H -0.21392 2.09642 0.71475 -0.03 -0.07 0.08
H -4.20578 0.51670 0.84165 0.00 0.00 0.01
H -3.54995 1.25302 -0.62055 0.05 -0.04 -0.01
H -4.00714 2.26754 0.72658 0.00 0.01 0.02
H -0.57540 -0.34860 0.60785 -0.01 0.02 0.06
H -1.75910 -0.15233 -0.68749 -0.06 0.03 0.00
H -2.19538 -1.02127 0.79143 -0.01 0.01 0.02
H -2.26054 1.23181 5.13806 -0.03 0.00 -0.02
H -2.22158 2.99601 5.27006 -0.04 0.01 -0.02
H -0.78171 2.11541 4.75420 0.00 -0.06 -0.03
C 1.52946 -1.31177 3.78586 0.21 0.05 0.23
C 2.08804 -2.42485 2.86367 -0.56 0.89 0.32
C 1.08709 -3.58213 2.70566 0.06 -0.42 -0.05
C 1.06047 -4.59579 3.84926 0.04 0.12 0.02
C 2.47460 -5.05654 4.19379 -0.20 -0.09 -0.26
C 3.40294 -3.88657 4.51218 0.07 0.25 1.00
N 3.40790 -2.92433 3.36163 -0.38 -1.18 -0.81
O 4.13890 -3.36252 2.39741 0.33 0.36 0.09
C 2.95278 -3.22776 5.82501 -0.07 0.12 -0.04
C 4.82397 -4.37781 4.75208 0.16 -0.11 -0.25
C 2.27271 -1.78178 1.49404 0.18 -0.12 -0.24
H 2.05596 -1.23116 4.73052 0.02 -0.10 0.01
H 1.63771 -0.33599 3.31399 -0.08 -0.02 -0.09
H 0.47025 -1.45062 3.99836 -0.01 0.00 -0.03
H 1.33149 -4.12434 1.78618 0.12 0.02 0.01
H 0.09336 -3.15495 2.55510 0.02 0.06 -0.01
H 0.56261 -4.17544 4.72667 0.05 0.03 0.02
H 0.46197 -5.45725 3.54731 -0.03 0.01 0.00
H 2.46016 -5.73414 5.04992 0.02 0.02 0.03
H 2.88466 -5.62233 3.35161 0.06 0.08 -0.03
H 3.57131 -2.35956 6.05637 0.00 0.01 -0.01
H 3.07146 -3.94879 6.63391 0.06 -0.04 -0.03
H 1.91131 -2.91957 5.82945 -0.01 0.00 -0.02
H 5.20199 -4.95863 3.91440 -0.02 0.05 -0.04
H 4.83521 -5.01290 5.63793 -0.04 0.03 0.03
H 5.50209 -3.54042 4.91995 -0.02 0.02 0.00
H 3.05211 -1.01931 1.52259 -0.01 0.01 0.04
H 1.32928 -1.30665 1.21958 -0.02 0.02 0.06
H 2.53215 -2.50896 0.72702 0.06 -0.01 0.04